Model w:
H24O12 as an isolated structure, computed with ωB97M-V with the def2-TZVPD basis set.

Geometry as ORCA input:
```
! RIJCOSX wB97M-V def2-TZVPD def2/J DEFGRID3
* xyz 0 1
O 0.2292 1.4156 -0.1650
O 2.0585 1.1939 0.1546
O -1.8096 3.2884 -1.5265
O 0.7515 0.9712 -3.6243
O -2.7330 3.6549 2.8740
O -3.5307 -0.7054 -2.3242
O 3.4243 -1.7927 -0.5444
O 1.2705 -2.0338 1.2925
O 0.4417 -3.4893 1.7816
O -0.7411 -2.2416 0.4611
O -0.5578 3.7801 2.4694
O 1.5458 -3.2719 -0.5377
H 1.8879 0.8112 -0.7134
H 1.7151 0.9758 -3.6431
H -2.2717 2.6589 -2.0916
H 0.2038 -3.2879 2.6937
H -1.1330 3.0867 2.8119
H 0.8708 -4.3507 1.8359
H -1.9881 4.1437 -1.9334
H 0.8775 -3.5384 -1.1790
H -1.4644 -2.8448 0.6661
H 0.5334 0.3337 -2.9350
H 0.3163 3.3741 2.4555
H -3.9883 -0.9269 -3.1430
H 3.5438 -0.8607 -0.3298
H 2.1004 2.1424 -0.0115
H 1.8533 -1.5233 1.8658
H 0.2498 0.4543 -0.2321
H -2.8979 -0.0268 -2.5853
H 3.7304 -2.2559 0.2434
H -0.0819 -2.8018 0.0362
H -3.2955 2.9522 2.5295
H 1.4525 -1.6928 0.4096
H -0.6740 1.6124 0.1076
H -3.1382 4.4638 2.5418
H 1.2488 -3.6684 0.2891
*
```

Its frontier orbital gap is 8.614 eV. The highest occupied orbital energy is -8.44 eV. The calculation puts the LUMO energy at 0.1715 eV. Its molar mass is 216.18 g mol⁻¹.

Model x:
A 12-piece molecular cluster, H24O12 overall, computed with ωB97M-V with the def2-TZVPD basis set.

Geometry as ORCA input:
```
! RIJCOSX wB97M-V def2-TZVPD def2/J DEFGRID3
* xyz 0 1
O 1.4978 -1.6508 -1.3856
O 0.8944 2.9404 1.3761
O -1.6370 2.3716 1.0513
O -3.8854 -1.3663 -1.8747
O -3.0457 2.1771 -3.2619
O 3.3916 0.8607 0.0670
O -2.1540 -0.0484 1.7421
O 2.3745 0.0520 2.6884
O 0.7810 2.1728 -2.2194
O 4.0479 -1.4753 -0.8951
O 0.6906 -2.0093 2.6508
O -2.7866 -4.1145 0.0464
H -2.2688 2.7353 -2.9452
H 1.2477 3.7114 1.5090
H 1.1624 2.3776 -1.3512
H -0.2274 -1.8056 2.4867
H 1.1871 -1.7131 1.9604
H -2.2342 0.9585 1.8173
H 2.0534 -0.8146 3.0328
H 3.5577 -2.1184 -0.5855
H 1.9633 -2.2393 -1.9737
H 1.4573 -0.9577 -1.9876
H -3.1988 -3.3310 -0.2766
H 0.0476 2.6468 1.6795
H 2.6127 1.2985 -0.2000
H 3.6253 -0.6510 -0.7254
H -1.0609 2.1139 0.2656
H 3.0208 0.3593 0.8183
H 1.0060 1.3071 -2.4670
H -3.3855 -1.1706 -1.0912
H -2.6610 1.2581 -3.1264
H -2.8481 -0.5243 2.2703
H -2.4791 2.8678 0.6618
H -1.7788 -3.7665 -0.0775
H 1.5278 0.3840 2.7046
H -3.6791 -2.2060 -2.2825
*
```

Its frontier orbital gap is 10.078 eV. The highest occupied orbital energy is -10.63 eV. The calculation puts the LUMO energy at -0.5474 eV. Its molar mass is 216.18 g mol⁻¹.

Order from most stable to least stable according to the calculation: model x, model w

Model w:
A 12-piece molecular cluster, H24O12 overall, computed with ωB97M-V with the def2-TZVPD basis set.

Geometry as ORCA input:
```
! RIJCOSX wB97M-V def2-TZVPD def2/J DEFGRID3
* xyz 0 1
O 0.1964 -0.0880 3.5938
O -0.3918 -3.2340 -0.9917
O -0.6597 3.0414 1.0350
O -2.2913 -1.3479 -1.9190
O 0.0853 -2.1728 1.7347
O 0.5545 -1.6913 -2.7253
O -2.2984 1.0380 2.2474
O 1.1307 2.2683 -1.1693
O 2.6816 0.2875 2.4504
O -0.0599 0.1313 -0.1247
O 2.7786 -0.0776 -1.6820
O -1.2547 2.1309 -3.2076
H -2.6669 1.4651 3.0288
H -0.5718 2.0126 -2.5363
H 1.4242 3.0440 -0.6845
H -1.0426 2.2062 1.3437
H 0.1371 0.0964 4.5370
H 0.2641 -1.6264 2.5127
H -0.1546 -0.4333 0.6478
H -1.5434 -1.9623 -1.8337
H 0.2332 -3.0793 2.0224
H -2.5024 -1.3458 -2.8568
H 0.3116 -2.9263 -1.5847
H 1.7523 0.1536 2.6963
H 0.4289 1.8685 -0.6295
H 0.7576 -2.1106 -3.5660
H 2.1674 0.5972 -1.3504
H -2.9942 0.4437 1.9431
H 2.6819 0.3289 1.4884
H -0.4737 -0.3704 -0.8373
H -0.2211 -2.7850 -0.1478
H -1.5678 1.2416 -3.3918
H -0.5309 3.5570 1.8359
H 3.1053 0.2808 -2.5131
H 1.2330 -1.0022 -2.6173
H -0.6983 0.0601 3.2514
*
```

Its frontier orbital gap is 10.374 eV. The highest occupied orbital energy is -10.72 eV. The calculation puts the LUMO energy at -0.3444 eV. Its molar mass is 216.18 g mol⁻¹.

Model x:
A 12-piece molecular cluster, H24O12 overall, computed with ωB97M-V with the def2-TZVPD basis set.

Geometry as ORCA input:
```
! RIJCOSX wB97M-V def2-TZVPD def2/J DEFGRID3
* xyz 0 1
O 4.1794 -0.2700 1.2530
O 0.1366 -0.3408 -1.9760
O -0.9087 3.9661 -1.0689
O -3.0344 -0.3491 1.0719
O 1.4253 -0.8771 -0.0140
O 1.7207 1.5982 2.6022
O 4.0369 -3.6377 -0.6651
O -3.2451 -1.2624 -2.0223
O -0.6116 -1.7899 -0.0481
O -1.5421 1.9007 2.8280
O 1.3093 3.3872 -2.8668
O -3.7776 -2.7790 0.5887
H -1.3600 2.8298 2.6473
H 0.1175 -1.1539 -1.4588
H -1.2054 -1.1042 -0.3740
H -3.2710 -0.5661 -2.6882
H 2.0473 1.3540 3.4755
H 0.6791 -0.2674 0.0090
H -0.1255 0.3423 -1.3487
H -2.5496 -0.2819 1.9022
H 4.8651 -0.7833 0.8110
H -1.4343 4.4566 -0.4269
H 1.3338 0.7843 2.2604
H 3.3684 -3.1909 -1.1966
H 3.8058 0.2754 0.5516
H 0.4932 2.9817 -2.5530
H -0.6133 -2.4533 -0.7472
H 1.7991 3.5830 -2.0600
H -0.7071 1.4573 2.6402
H 1.9173 -0.6160 -0.8007
H -4.1852 -3.1077 1.3979
H -3.7677 0.2674 1.1780
H 4.8636 -3.2160 -0.9252
H -2.4737 -1.7880 -2.2624
H -2.8498 -2.6646 0.8232
H -0.4365 3.3154 -0.5372
*
```

Its frontier orbital gap is 9.825 eV. The highest occupied orbital energy is -10.31 eV. The calculation puts the LUMO energy at -0.4869 eV. Its molar mass is 216.18 g mol⁻¹.

Model y:
H24O12 as an isolated structure, computed with ωB97M-V with the def2-TZVPD basis set.

Geometry as ORCA input:
```
! RIJCOSX wB97M-V def2-TZVPD def2/J DEFGRID3
* xyz 0 1
O -0.0876 1.4033 -0.1611
O -3.2234 -2.5568 0.2791
O 2.8176 -1.4459 2.2008
O 0.1406 -0.1907 0.1991
O -4.2325 -1.3986 -1.5053
O 2.2456 -2.1046 -1.8129
O -2.4324 3.6135 -0.6568
O 2.8577 2.3470 -1.4743
O -2.0399 -0.1019 3.0333
O -0.3842 1.3526 2.1793
O -1.9702 -0.4902 -1.7731
O 4.9397 -1.0515 0.0462
H -2.0880 2.7233 -0.2711
H 5.0170 -0.1098 0.2610
H -0.4908 -0.9302 0.3162
H 2.5022 -0.5250 1.9471
H 3.3289 3.1309 -1.0075
H -2.8035 -0.5724 3.1926
H 0.5539 1.5197 2.1084
H -0.7955 2.2203 2.5236
H 2.8563 -1.6162 -2.3629
H 0.9329 -0.5212 -0.1520
H 3.4267 1.9606 -2.1049
H 0.2855 1.8368 -0.8671
H -3.1179 3.7608 -0.0386
H -2.0589 0.2981 2.1389
H 1.3464 -1.8647 -2.1809
H -3.3687 -3.1711 1.0420
H 3.5914 -1.6801 1.7066
H 0.7486 1.2896 0.3509
H 4.5863 -0.9393 -0.9061
H -1.5401 -0.5437 -0.8984
H -1.3591 0.0284 -2.2423
H -3.9642 -1.4203 -0.6460
H -3.4807 -1.2905 -2.0847
H -2.7395 -2.9603 -0.3790
*
```

Its frontier orbital gap is 7.174 eV. The highest occupied orbital energy is -7.89 eV. The calculation puts the LUMO energy at -0.7131 eV. Its molar mass is 216.18 g mol⁻¹.

Order from most stable to least stable according to the calculation: model w, model x, model y

Model w:
A 12-piece molecular cluster, H24O12 overall, computed with ωB97M-V with the def2-TZVPD basis set.

Geometry as ORCA input:
```
! RIJCOSX wB97M-V def2-TZVPD def2/J DEFGRID3
* xyz 0 1
O -3.0615 -0.3040 -1.4319
O 0.4078 -1.3693 2.1065
O 1.2985 -1.1546 -2.8870
O -2.4010 3.0270 -1.6712
O 3.2212 0.4751 -0.8376
O 1.5484 -2.8833 -0.8269
O 3.0214 -1.5638 0.8749
O -1.8806 2.7332 0.9899
O -1.6436 0.9045 2.8679
O 0.2631 0.0754 -0.0677
O -2.7345 -1.8258 0.8392
O 0.8748 2.9858 -0.9439
H 2.1773 -2.4255 -0.2679
H -0.8355 1.2689 3.3515
H -2.3816 -0.0984 -2.0404
H 3.6485 -2.3256 1.0619
H -2.1544 2.2889 -2.2467
H -2.6650 3.1800 1.2959
H 3.6407 -0.2125 -1.4063
H -1.7699 0.2154 3.5254
H 1.8946 -3.7679 -0.9709
H -0.5654 0.4800 0.2545
H -1.7793 2.0904 1.6845
H -3.7154 0.3193 -1.6716
H 0.5340 -0.3710 0.7326
H 3.6260 -0.8413 0.7729
H 2.3116 0.1946 -0.6772
H 0.7724 2.2127 -0.3562
H -2.5723 -1.2039 0.1589
H -3.3840 -2.5099 0.6514
H 0.5901 -0.6993 2.8219
H 1.2440 -1.6402 1.8340
H 1.7387 3.3617 -0.8773
H 1.3456 -1.6612 -3.7230
H 1.4629 -1.7206 -2.1110
H -2.0778 2.7652 -0.8093
*
```

Its frontier orbital gap is 9.907 eV. The highest occupied orbital energy is -10.18 eV. The calculation puts the LUMO energy at -0.2734 eV. Its molar mass is 216.18 g mol⁻¹.

Model x:
A 12-piece molecular cluster, H24O12 overall, computed with ωB97M-V with the def2-TZVPD basis set.

Geometry as ORCA input:
```
! RIJCOSX wB97M-V def2-TZVPD def2/J DEFGRID3
* xyz 0 1
O -1.7107 8.9922 5.2340
O -0.8395 8.7113 7.9040
O -0.4983 6.4940 4.6550
O 1.0790 5.7347 7.1353
O 2.0792 5.7590 4.0718
O 0.4962 8.1975 1.9709
O 3.7871 10.9311 4.5297
O 0.7605 11.6142 7.6229
O 0.6031 10.6042 3.7926
O 1.4673 8.6341 6.2038
O 3.8939 6.3163 6.2451
O 2.8092 8.4647 3.5452
H 2.5026 7.5674 3.7878
H -2.5190 9.3344 5.6304
H 3.6494 8.3185 3.0961
H 3.4364 5.8046 5.5582
H 0.4297 11.1425 8.3927
H -0.4364 8.7971 8.7735
H 1.2926 8.8954 5.2872
H 1.1006 5.8253 3.9482
H 0.3705 6.0058 6.5273
H 1.1121 10.9185 7.0508
H 1.2597 4.8184 6.9007
H -0.0908 8.5599 7.2966
H 3.4732 6.0523 7.0706
H 1.4143 11.1094 3.9772
H 4.6337 11.0591 4.0902
H -0.0715 11.2731 3.6271
H 3.5365 10.0013 4.3496
H -0.9308 7.3538 4.8397
H -1.2201 5.8570 4.5875
H 0.9435 8.7979 2.5886
H 1.7187 7.6943 6.1553
H 0.0919 8.7741 1.3155
H 2.3236 4.8667 3.7967
H -1.0218 9.6222 5.4918
*
```

Its frontier orbital gap is 10.772 eV. The highest occupied orbital energy is -10.73 eV. The calculation puts the LUMO energy at 0.0390 eV. Its molar mass is 216.18 g mol⁻¹.

Model y:
A 12-piece molecular cluster, H24O12 overall, computed with ωB97M-V with the def2-TZVPD basis set.

Geometry as ORCA input:
```
! RIJCOSX wB97M-V def2-TZVPD def2/J DEFGRID3
* xyz 0 1
O 10.9634 -9.4573 -10.2449
O 13.0158 -5.2123 -12.1008
O 9.9106 -6.7906 -11.0329
O 9.0415 -9.8355 -13.2442
O 10.1244 -5.1993 -14.3483
O 10.1333 -4.1615 -11.7184
O 8.3548 -4.1805 -9.3794
O 11.2312 -6.9862 -7.8089
O 7.7223 -8.7648 -10.7285
O 13.3883 -8.4089 -10.8280
O 11.8168 -7.7164 -12.8859
O 7.0520 -6.3310 -12.2755
H 12.6856 -8.0496 -12.5839
H 9.5542 -4.5188 -14.7164
H 7.3345 -5.4204 -12.4300
H 8.2602 -5.1402 -9.3925
H 7.9761 -3.8809 -10.2126
H 9.8610 -4.9606 -11.2178
H 8.6532 -9.4883 -14.0549
H 10.1143 -5.0341 -13.3803
H 6.8832 -8.6089 -11.1795
H 10.4703 -7.1792 -11.7382
H 10.9566 -3.8783 -11.3022
H 11.8785 -7.6732 -13.8488
H 7.5760 -9.5626 -10.2037
H 10.1221 -9.0155 -10.4231
H 11.9070 -7.6644 -7.7061
H 8.8598 -9.1609 -12.5778
H 10.9974 -10.1855 -10.8806
H 13.9729 -9.1353 -10.5875
H 6.4129 -6.2631 -11.5551
H 12.3932 -5.9601 -12.1894
H 12.5116 -8.6436 -10.4372
H 13.8693 -5.6267 -11.9399
H 9.0428 -7.2225 -11.1183
H 10.7644 -7.2271 -8.6185
*
```

Its frontier orbital gap is 10.247 eV. The highest occupied orbital energy is -10.54 eV. The calculation puts the LUMO energy at -0.2929 eV. Its molar mass is 216.18 g mol⁻¹.

Order from most stable to least stable according to the calculation: model x, model y, model w

Model w:
A 12-piece molecular cluster, H24O12 overall, computed with ωB97M-V with the def2-TZVPD basis set.

Geometry as ORCA input:
```
! RIJCOSX wB97M-V def2-TZVPD def2/J DEFGRID3
* xyz 0 1
O -2.9502 -0.3172 -0.0737
O -1.7184 -1.8996 -2.5002
O 1.3059 2.7740 -3.1422
O 3.6677 1.2716 -0.7050
O -0.1254 4.5606 -0.7283
O 2.1008 -2.7610 1.1395
O 0.1778 1.0788 -3.8458
O 4.5227 -2.1810 1.1140
O -0.7958 -0.6636 0.1265
O -4.1863 -2.5226 2.8558
O -0.6642 -2.5105 3.2281
O -1.3112 3.0857 2.8174
H 1.2258 2.7274 -4.0462
H -0.7774 -1.7651 -2.5100
H 0.0594 -0.9658 0.4022
H -1.0910 -2.6891 2.4257
H -0.6634 3.4573 3.4834
H -3.6823 -1.9494 2.2765
H -0.5419 0.1865 -0.3475
H 0.0385 -1.8349 2.8927
H 1.7831 -3.4629 0.5404
H -1.9285 2.4690 3.1405
H 1.8471 -1.9020 0.8021
H 3.3110 2.0838 -0.4405
H -3.8640 -0.3497 -0.0536
H -1.0515 4.4897 -0.3512
H 5.2918 -1.5077 1.1361
H 0.0951 1.4615 -4.7064
H -0.0827 3.8357 -1.2705
H 4.5302 1.0658 -0.1816
H -2.9226 -0.2158 -1.0585
H 0.7153 2.1310 -2.7498
H -1.7235 -2.9140 -2.2834
H -4.9029 -1.9572 3.1665
H 3.7183 -1.8823 1.5589
H 0.4281 0.1663 -4.1143
*
```

Its frontier orbital gap is 10.520 eV. The highest occupied orbital energy is -10.84 eV. The calculation puts the LUMO energy at -0.3231 eV. Its molar mass is 216.18 g mol⁻¹.

Model x:
A 12-piece molecular cluster, H24O12 overall, computed with ωB97M-V with the def2-TZVPD basis set.

Geometry as ORCA input:
```
! RIJCOSX wB97M-V def2-TZVPD def2/J DEFGRID3
* xyz 0 1
O 1.0697 0.8843 3.0236
O 2.7947 2.2973 0.8906
O 0.5657 0.6243 -3.4994
O -2.2613 1.0813 1.6546
O 0.5757 -1.7637 2.7156
O 3.1347 -0.8497 1.5266
O -2.2093 -1.4077 2.3136
O -2.4883 1.6763 -1.4404
O 2.6237 0.9243 -1.5334
O -0.1063 0.1363 0.3206
O -0.5223 -2.5377 -3.3134
O -1.5833 -1.2267 -1.7144
H -0.1683 0.0183 -3.1544
H 0.8047 -0.1047 2.8176
H -1.9883 -0.6107 1.9916
H 1.9717 1.0543 -2.1314
H -2.2303 1.8963 1.9296
H -0.8973 -3.4047 -3.0424
H -0.8683 -1.9837 -2.6184
H 3.0657 -0.5677 0.5986
H 0.6657 0.6283 0.0816
H 2.0637 2.8103 1.0976
H 0.4077 0.4953 -4.3594
H -1.9473 -0.9787 -2.4884
H -2.5583 -1.1787 -1.1304
H -0.5543 -0.2987 -0.5164
H 2.1737 -0.8707 1.8126
H 0.5867 -2.3837 3.4566
H -1.4233 1.1523 1.2496
H -3.1913 1.9503 -1.9854
H -2.5853 -1.2257 3.1896
H 2.6667 2.0423 -0.0434
H -0.2943 -1.3917 2.4536
H -2.8023 1.0413 -0.8294
H 2.0167 1.0843 2.5576
H 3.4937 0.9863 -1.8794
*
```

Its frontier orbital gap is 9.225 eV. The highest occupied orbital energy is -9.84 eV. The calculation puts the LUMO energy at -0.6172 eV. Its molar mass is 216.18 g mol⁻¹.

Model y:
H24O12 as an isolated structure, computed with ωB97M-V with the def2-TZVPD basis set.

Geometry as ORCA input:
```
! RIJCOSX wB97M-V def2-TZVPD def2/J DEFGRID3
* xyz 0 1
O 0.0834 -2.6771 2.1539
O -2.5466 0.6689 -0.5481
O -0.5516 -3.1761 -0.5521
O -1.0746 -1.3741 -2.5141
O 1.1244 1.0479 3.7099
O 0.3484 0.1269 0.3329
O -0.0666 2.2819 -0.4511
O -1.4576 -0.3791 2.9629
O 2.7114 0.4909 1.5679
O 2.0344 1.6009 -2.1541
O -2.8596 3.1019 -0.4741
O 1.6684 -0.6121 -2.8661
H 1.4434 0.6159 4.4429
H 0.9134 -1.1071 -3.0511
H 1.9214 2.0499 -3.0621
H -1.7496 -1.7561 -2.8971
H -0.3496 -1.7571 2.4839
H 1.8904 0.4649 1.0849
H -0.7496 0.1739 3.3109
H 3.2554 -0.3751 1.4809
H 0.3804 1.7239 0.2349
H -2.8006 3.2939 -1.4401
H 1.8054 0.4369 -2.3861
H -0.5396 -4.1251 -0.5641
H -2.0236 2.5079 -0.1381
H 0.6614 2.0179 -1.2061
H -0.5386 0.1789 0.5999
H -0.3106 -2.8871 0.3309
H -2.4006 0.3349 -1.4211
H -0.8816 -2.1131 -1.7161
H -2.4496 1.6719 -0.7421
H 1.6524 0.6399 2.8439
H 2.2484 -0.9591 -3.4301
H 0.9114 -2.2351 1.8159
H 0.4024 -0.2491 -0.6001
H -2.1066 0.3529 2.8579
*
```

Its frontier orbital gap is 9.421 eV. The highest occupied orbital energy is -9.64 eV. The calculation puts the LUMO energy at -0.2204 eV. Its molar mass is 216.18 g mol⁻¹.

Order from most stable to least stable according to the calculation: model x, model y, model w